{"formula": "C6H15NO", "method": "ωB97M-V/def2-TZVPD", "e_homo_ev": -8.55, "total_charge": 0, "de_lowest_kj_mol": 290.6, "smiles": "C/C=C(\\C)CCN.O", "molar_mass_g_mol": 117.192, "symbols": ["C", "C", "C", "C", "C", "C", "N", "H", "H", "H", "H", "H", "H", "H", "H", "H", "H", "H", "H", "H", "H", "H", "O"], "positions_angstrom": [[0.6299, -1.5502, 1.1363], [0.8792, -1.0536, -0.3353], [0.1808, 0.1311, -0.7731], [0.6995, 1.3582, -0.6538], [-0.0772, 2.5048, -1.1579], [-1.0744, 0.0543, -1.5854], [0.9372, -3.0601, 1.1548], [1.4487, -1.1084, 1.8304], [-0.4441, -1.3468, 1.4978], [0.8747, -1.8411, -1.0642], [2.0419, -0.8060, -0.3808], [1.5753, 1.6599, -0.1386], [-0.6096, 2.9763, -0.3303], [0.5129, 3.2604, -1.5851], [-0.8730, 2.1294, -1.7549], [-1.9745, 0.5130, -1.1752], [-0.8899, 0.4994, -2.5400], [-1.5836, -0.9165, -1.8401], [0.1544, -3.4432, 0.7051], [0.9106, -3.3066, 2.1865], [-0.3136, 1.2901, 2.1641], [-1.8967, 1.3021, 2.5119], [-1.1088, 0.7537, 2.1277]], "mulliken_charge": [-0.22, -1.20, 1.31, -0.32, -1.35, -1.94, -0.70, 0.29, 0.24, 0.57, 0.16, 0.48, 0.27, 0.38, 0.36, 0.39, 0.44, 0.34, 0.24, 0.26, 0.31, 0.29, -0.60]}

---

{"formula": "C32H30GeN4O4Ru", "method": "ωB97M-V/def2-TZVPD", "e_homo_ev": [1.91, -1.78], "total_charge": -2, "de_lowest_kj_mol": 1705.3, "multiplicity": 5, "molar_mass_g_mol": 708.296, "symbols": ["Ru", "C", "C", "O", "C", "C", "C", "N", "N", "C", "O", "C", "C", "C", "C", "C", "C", "H", "H", "H", "H", "H", "H", "H", "H", "H", "H", "H", "H", "N", "N", "C", "O", "O", "H", "H", "H", "C", "Ge", "C", "C", "C", "C", "C", "C", "C", "C", "C", "C", "C", "C", "C", "C", "C", "C", "C", "C", "H", "H", "H", "H", "H", "H", "H", "H", "H", "H", "H", "H", "H", "H", "H"], "positions_angstrom": [[-14.8696, -13.0135, -9.0233], [-18.2756, -15.2327, -7.3400], [-17.5722, -14.3305, -8.3226], [-16.2574, -14.5773, -8.5543], [-18.1860, -13.3169, -9.1947], [-17.6525, -12.3769, -10.1227], [-18.7978, -11.5762, -10.6756], [-16.4227, -12.0877, -10.1869], [-16.0980, -10.9493, -11.1086], [-15.6666, -8.6409, -11.6765], [-15.3796, -7.4711, -11.1334], [-15.4580, -9.1560, -13.0157], [-14.6789, -10.1959, -13.3042], [-14.4975, -10.5373, -14.6919], [-15.0235, -9.9606, -15.7592], [-15.8569, -8.8715, -15.4863], [-16.1379, -8.5211, -14.1340], [-17.6641, -15.8515, -6.3959], [-18.4912, -16.1966, -8.2037], [-19.2754, -14.9150, -7.8456], [-19.2066, -13.1736, -8.7515], [-18.5509, -11.2306, -11.6982], [-18.8376, -10.7012, -10.1010], [-19.7343, -11.8954, -10.6922], [-14.1526, -10.5421, -12.3385], [-13.6527, -11.0926, -15.3755], [-14.7908, -10.1073, -16.8991], [-16.1434, -8.3623, -16.3789], [-16.1362, -7.4459, -13.6905], [-13.1287, -11.9652, -9.5524], [-12.0280, -12.7921, -9.5495], [-12.1835, -14.0100, -8.8285], [-11.1910, -14.6966, -8.6938], [-13.3830, -14.3160, -8.5975], [-13.4180, -11.8978, -10.5648], [-13.0165, -11.0874, -9.0416], [-11.0690, -12.4512, -9.6814], [-16.4412, -9.5735, -10.8491], [-16.6538, -8.8831, -9.0394], [-15.0205, -8.8268, -7.9000], [-14.9553, -8.4321, -6.5819], [-13.8001, -8.1016, -5.9776], [-12.3687, -8.1073, -6.7421], [-12.4121, -8.5427, -8.0788], [-13.7140, -8.7936, -8.5541], [-17.4156, -7.0889, -8.7255], [-17.1798, -6.3232, -7.6421], [-18.1314, -5.3020, -7.2210], [-19.1400, -5.0309, -8.1408], [-18.9895, -5.4726, -9.4787], [-18.4516, -6.7953, -9.7171], [-17.8451, -10.0447, -8.0001], [-19.1828, -9.6575, -7.7175], [-19.8843, -10.1419, -6.6575], [-19.1986, -10.8544, -5.6596], [-17.9216, -11.3088, -6.0029], [-17.3956, -11.1771, -7.2044], [-15.7099, -8.7655, -5.9650], [-13.6776, -8.4530, -4.9398], [-11.3689, -8.0958, -6.2636], [-11.7746, -9.1203, -8.6936], [-13.3925, -9.3604, -9.5444], [-16.1456, -6.3406, -6.9656], [-17.9072, -4.8687, -6.4445], [-19.4810, -3.9580, -7.9738], [-19.1850, -4.7683, -10.1741], [-18.1885, -7.2662, -10.8626], [-19.7349, -9.0248, -8.4190], [-20.5691, -9.5321, -6.3152], [-19.6443, -11.2854, -4.9110], [-17.8023, -12.2317, -5.6976], [-16.2474, -11.5996, -7.5485]], "lowdin_spin": [1.83, 0.00, 0.01, 0.03, 0.03, 0.02, 0.01, 0.04, 0.45, 0.12, 0.20, 0.02, 0.01, 0.00, 0.00, 0.00, 0.01, 0.00, 0.00, 0.00, 0.00, 0.00, 0.00, 0.00, 0.00, 0.00, 0.00, 0.00, 0.00, 0.01, 0.00, 0.01, 0.01, 0.04, 0.00, 0.00, 0.00, 0.12, 0.05, 0.01, 0.00, 0.00, 0.00, 0.00, 0.00, 0.01, 0.01, 0.01, 0.01, 0.00, 0.01, 0.20, 0.05, 0.13, 0.23, 0.05, 0.15, 0.00, 0.00, 0.00, 0.00, 0.00, 0.00, 0.00, 0.00, 0.00, 0.00, 0.01, 0.01, 0.03, 0.00, 0.01]}

---

{"formula": "C3H9N3O2", "method": "ωB97M-V/def2-TZVPD", "e_homo_ev": -7.32, "total_charge": 0, "de_lowest_kj_mol": 156.5, "smiles": "N/C=C/N.NC(=O)O", "molar_mass_g_mol": 119.124, "symbols": ["C", "C", "N", "N", "H", "H", "H", "H", "H", "H", "H", "N", "C", "O", "O", "H", "H"], "positions_angstrom": [[1.3744, 0.8888, -0.3544], [0.5548, 1.4460, -1.2613], [-0.0264, 0.7292, -2.3080], [1.4749, 1.4406, 0.9707], [1.9017, -0.0334, -0.5602], [0.4019, 2.5219, -1.2676], [-0.7658, 1.2378, -2.7785], [-0.3434, -0.1810, -2.0207], [2.4139, 1.3020, 1.3229], [-0.0072, -0.0087, 0.9673], [1.2841, 2.4319, 0.9934], [-1.7719, -2.4749, 1.4132], [-1.1980, -1.4805, 0.6772], [-0.6958, -0.5121, 1.4472], [-1.2249, -1.4472, -0.5379], [-1.8870, -3.3394, 0.9227], [-1.4853, -2.5210, 2.3740]], "mulliken_charge": [-0.76, 0.01, -0.57, -0.48, 0.40, 0.31, 0.25, 0.34, 0.21, 0.47, 0.20, -0.46, 0.69, -0.50, -0.59, 0.25, 0.22]}